This record from the OMol25 dataset describes a structure of composition C35H44NO2P2PdSi at a distorted geometry. The level of theory is ωB97M-V/def2-TZVPD.

```
! RIJCOSX wB97M-V def2-TZVPD def2/J DEFGRID3
* xyz 1 5
C -3.667 -0.426 -3.312
C -3.119 -0.233 -2.033
N -2.149 -1.042 -1.578
C -1.718 -2.087 -2.302
C -2.191 -2.297 -3.604
C -3.165 -1.446 -4.121
C -3.610 0.880 -1.140
P -2.308 1.374 0.072
Pd -0.891 -0.456 0.420
P -0.575 -2.774 0.126
C -0.613 -2.957 -1.714
C -0.814 -0.183 2.553
C -0.215 0.999 2.957
C 0.273 1.083 4.275
C -0.056 0.096 5.209
C -0.841 -0.991 4.821
C -1.178 -1.161 3.467
O -5.850 0.343 0.444
O -4.249 -0.320 2.524
H -4.455 0.252 -3.640
H -1.791 -3.142 -4.166
H -3.550 -1.590 -5.133
C -1.448 2.671 -0.845
C -3.096 2.280 1.430
H -0.788 -4.009 -1.990
H 0.373 -2.647 -2.108
H -4.558 0.582 -0.585
H -3.858 1.755 -1.761
C 1.028 -3.494 0.621
C -1.743 -4.082 0.623
H -0.092 1.832 2.256
H 0.895 1.932 4.557
H 0.276 0.189 6.246
H -1.176 -1.722 5.555
H -1.710 -2.056 3.138
H -3.379 -0.734 2.273
H -4.226 -0.221 3.499
H -5.421 -0.036 1.261
H -6.439 -0.328 0.067
H -2.098 -1.303 1.200
H -2.187 3.446 -1.093
H -0.644 3.097 -0.234
H -1.018 2.257 -1.764
H -3.630 3.155 1.034
H -3.790 1.615 1.963
H -2.322 2.611 2.134
H -1.381 -5.055 0.251
H -1.815 -4.112 1.718
H -2.730 -3.866 0.197
H 1.050 -4.568 0.374
H 1.875 -2.970 0.154
H 1.122 -3.388 1.710
C 2.298 0.582 -5.027
C 1.053 0.223 -4.501
C 0.848 0.211 -3.118
C 1.895 0.529 -2.242
C 3.136 0.913 -2.777
C 3.333 0.938 -4.161
Si 1.599 0.508 -0.389
C 2.911 -0.592 0.363
C 2.904 -0.781 1.756
C 3.969 -1.423 2.395
C 5.051 -1.907 1.656
C 5.033 -1.774 0.267
C 3.953 -1.166 -0.383
C 2.083 2.279 0.083
C 2.660 2.567 1.329
C 3.140 3.850 1.618
C 3.057 4.869 0.666
C 2.460 4.600 -0.568
C 1.974 3.322 -0.856
H 2.459 0.581 -6.106
H 0.233 -0.058 -5.163
H -0.134 -0.051 -2.707
H 3.960 1.187 -2.122
H 4.307 1.230 -4.554
H 2.051 -0.417 2.337
H 3.957 -1.521 3.481
H 5.911 -2.356 2.161
H 5.873 -2.134 -0.324
H 3.925 -1.129 -1.468
H 2.752 1.772 2.070
H 3.604 4.042 2.585
H 3.491 5.851 0.863
H 2.391 5.374 -1.331
H 1.526 3.125 -1.834
*
```

Results
- Highest occupied orbital energy (spin up / spin down): -7.954 / -11.246 eV